Entry from OMol25: a 9-piece molecular cluster, C22H61O8S7 overall at a distorted geometry (the ωB97M-V functional and the def2-TZVPD basis).

The geometry in XYZ format:
```
98
C22H61O8S7 the ωB97M-V functional and the def2-TZVPD basis
S -4.8321 5.3159 -13.3823
S -0.0813 6.3429 -8.6631
S 5.8699 -2.0474 -7.9178
S -8.1064 -2.3451 -9.7650
S -0.9770 -6.6107 -9.5012
S 5.3109 -0.1333 -16.0161
S -2.0863 0.4171 -17.7804
O 4.5608 0.9788 -15.3393
O 0.2190 0.5697 -11.9750
O -0.4658 5.9784 -10.1238
O -1.6465 1.6331 -17.0037
O 0.0724 -7.6315 -9.0874
O -3.4110 5.6254 -13.8404
O -9.2546 -1.3326 -9.7930
O 7.1050 -2.5572 -7.2066
C -0.9075 -6.5317 -11.3337
C 7.0474 0.2605 -15.6068
C 4.8199 -3.5637 -8.2868
C -6.8373 -1.8590 -11.0844
C 4.8564 -1.2854 -6.6749
C 0.1081 4.7846 -7.6913
C 0.3558 -0.4275 -11.0165
C -4.7037 4.0328 -12.0352
C 5.0602 -1.6380 -15.0172
C -5.8553 -2.5939 -3.2449
C -8.6451 -3.8163 -10.7181
C -5.3739 6.7881 -12.3761
C -0.5482 -0.5141 -18.0272
C -6.7196 -2.8786 -0.8633
C -5.5119 -3.1439 -1.8589
C -1.7264 6.8589 -8.0425
C -2.6140 -7.5678 -9.4085
C -3.3583 -1.9788 -3.8581
C -6.4537 -3.5021 0.5489
C -0.9427 -1.0640 -10.4967
C -2.7291 -0.7393 -16.4926
C -4.6321 -2.7365 -4.2648
H 1.0689 -1.1947 -11.3182
H 3.7612 -3.3225 -8.3822
H 4.7049 -1.9209 -5.8023
H 0.8416 -0.1030 -10.0964
H -9.3146 -4.4152 -10.1008
H 0.1054 -0.0922 -18.7907
H -6.7482 -3.0770 -3.6416
H -6.3520 -0.9584 -10.7082
H -2.4317 6.0894 -8.3564
H 7.2183 1.3190 -15.8028
H -1.7103 -0.3376 -10.2295
H 0.9744 4.2615 -8.0964
H -2.6881 -1.7605 -16.8714
H 5.5738 -1.5728 -14.0580
H -5.6529 7.5814 -13.0696
H 0.5601 4.9155 -6.7082
H -2.1329 -0.5963 -15.5914
H -4.6863 -2.5765 -1.4293
H -5.8318 -2.8642 1.1769
H -2.5428 -8.5412 -9.8937
H -3.5552 -0.9399 -3.5934
H -6.8823 -1.8138 -0.6966
H -1.8946 7.0977 -6.9924
H -3.9382 4.4452 -11.3779
H -7.3743 -3.7026 1.0971
H 4.8897 -4.4620 -7.6733
H -2.7721 -7.6481 -8.3330
H -9.2138 -3.4391 -11.5680
H 0.0901 -6.1640 -11.5740
H 7.7452 -0.2888 -16.2387
H 3.9951 -1.7834 -14.8365
H -3.7343 -0.3730 -16.2839
H -1.2956 -1.8642 -11.1472
H -0.6776 -1.6139 -9.5938
H 3.8883 -0.9093 -7.0056
H -4.1549 3.1991 -12.4731
H 5.2596 -3.9669 -9.1991
H -7.3422 -1.6063 -12.0168
H 7.1293 0.1175 -14.5293
H -0.0159 -0.4827 -17.0766
H -2.0849 7.7892 -8.4830
H -7.7468 -4.4209 -10.8434
H -0.7775 4.1533 -7.6192
H -6.0759 -2.5708 -11.4032
H -7.6357 -3.3173 -1.2586
H -3.0209 -2.4280 -2.9240
H -6.2251 6.4394 -11.7913
H -3.4434 -6.9500 -9.7528
H -5.0220 -2.2631 -5.1659
H 5.2968 -0.3460 -6.3408
H -5.1362 -4.1588 -1.9888
H -5.6182 3.7115 -11.5366
H 5.4714 -2.5238 -15.5012
H -1.6980 -5.9184 -11.7663
H -0.8042 -1.5557 -18.2215
H -5.9558 -4.4706 0.5942
H -2.5524 -2.1387 -4.5744
H -4.4561 -3.7750 -4.5452
H -4.6862 7.1293 -11.6023
H -0.9905 -7.5356 -11.7501
H -6.1707 -1.5585 -3.1160
```

As for the relative energy (zero: lowest compared OMol25 entry of this formula, charge and spin): 55.4 kJ/mol. Its charge is -1. The HOMO energy is -0.0810 hartree. The value obtained for the largest force on an atom is 3.119 eV/A.

=====

Entry from OMol25: C19H18N7O5S6SbW as an isolated structure at a distorted geometry (the ωB97M-V functional and the def2-TZVPD basis).

The geometry in XYZ format:
```
57
C19H18N7O5S6SbW the ωB97M-V functional and the def2-TZVPD basis
W -1.0853 0.1519 0.5410
Sb -3.4449 -1.2488 -1.2384
S -2.2839 -0.4650 2.8305
S 1.1097 3.2984 1.5081
S -1.8997 0.5683 -1.7223
S -3.2743 -1.7572 1.6694
S -2.8108 2.4202 1.1511
S -2.5834 -3.0495 -2.2948
O -3.1998 1.0686 0.6446
O 1.7895 -0.5975 0.0054
O -3.7293 2.9665 2.0928
O 0.0750 1.5517 -0.1292
O -0.7522 -1.6585 0.3987
N 1.6594 2.9007 4.0005
N 0.9177 -1.4344 -1.9407
N -1.3062 2.1019 1.6075
N 2.8237 -1.7846 -3.1101
N 0.2359 0.0934 2.2528
N 0.7097 -2.3559 -4.0441
N 0.6846 1.0424 3.1346
C -1.0429 3.6704 -0.2097
C 0.4879 -4.6441 2.8976
C -0.3317 2.6497 0.6558
C 3.2748 -1.2435 -1.8343
C 1.9311 -1.0235 -1.1227
C -0.3233 -2.6573 1.1971
C 0.2786 -3.3636 3.3890
C -0.3285 -0.9535 3.0029
C -0.1271 -2.3471 2.5327
C -2.4202 3.5690 -0.1074
C 3.6758 -2.1617 -4.2068
C 1.4737 -1.8720 -3.0467
C 0.2770 -4.9195 1.5479
C -2.7257 5.2919 -1.6936
C -0.4880 4.5848 -1.0863
C 1.0729 2.2310 2.9240
C -3.2882 4.3743 -0.8212
C -1.3417 5.3935 -1.8235
C -0.1391 -3.9245 0.6775
H -0.3488 -4.1001 -0.3691
H 3.1611 -2.0102 -5.1561
H 0.4223 -5.9245 1.1738
H -3.3674 5.9375 -2.2775
H -0.9271 6.1240 -2.5052
H 0.4355 -3.1456 4.4385
H 3.8244 -0.3079 -1.9485
H 4.0052 -3.2029 -4.1450
H 0.5861 4.6724 -1.1872
H -4.3597 4.2868 -0.7048
H 0.8147 -5.4293 3.5654
H 1.4848 2.4659 4.8928
H 3.8858 -1.9545 -1.2747
H 4.5583 -1.5231 -4.2102
H -0.1395 -0.8442 4.0681
H 1.5575 3.9021 3.9922
H -0.2537 -2.5349 -3.7812
H 1.1097 -2.8783 -4.8009
```

As for the relative energy (zero: lowest compared OMol25 entry of this formula, charge and spin): 348.8 kJ/mol. The HOMO energy is -0.2685 hartree. The value obtained for the largest force on an atom is 2.992 eV/A.

=====

Entry from OMol25: an isolated ion of composition CH2F2NO and charge -1 at a distorted geometry (the ωB97M-V functional and the def2-TZVPD basis).

The geometry in XYZ format:
```
7
CH2F2NO the ωB97M-V functional and the def2-TZVPD basis
F -1.0431 -1.2298 -0.0454
F -1.4843 0.8154 0.1424
O 1.9615 -0.1485 -0.1731
N 0.8225 0.5026 0.3834
C -0.4765 0.0523 -0.2783
H -0.3991 0.0058 -1.3365
H 0.6190 0.0023 1.3074
```

As for the relative energy (zero: lowest compared OMol25 entry of this formula, charge and spin): 0.0 kJ/mol. Its structure (SMILES) is [O-]NC(F)F. Its charge is -1. The HOMO energy is -0.0735 hartree. The value obtained for the largest force on an atom is 3.636 eV/A.

=====

Entry from OMol25: a 2-piece molecular cluster, C4H2N4O2 overall at a distorted geometry (the ωB97M-V functional and the def2-TZVPD basis).

The geometry in XYZ format:
```
12
C4H2N4O2 the ωB97M-V functional and the def2-TZVPD basis
O 2.1020 -0.0266 -1.5059
O 0.3411 2.1555 -2.6591
N 0.9655 -1.0980 0.3052
N -0.7881 1.3762 1.9093
N -1.2604 -1.6525 0.2453
N -0.4565 1.5114 0.8423
C -0.1606 -1.6347 0.9211
C 0.0858 2.0989 -1.5201
C 1.4429 -0.6476 -0.7129
C -0.0090 1.9622 -0.2454
H -0.1084 -2.1117 1.9185
H -2.1543 -1.9331 0.5018
```

As for the relative energy (zero: lowest compared OMol25 entry of this formula, charge and spin): 311.8 kJ/mol. The HOMO energy is -0.3549 hartree. The value obtained for the largest force on an atom is 4.302 eV/A.

=====

Entry from OMol25: a 2-piece molecular cluster, C5H16NO overall at a distorted geometry (the ωB97M-V functional and the def2-TZVPD basis).

The geometry in XYZ format:
```
23
C5H16NO the ωB97M-V functional and the def2-TZVPD basis
O -2.1831 -1.1130 3.2993
N -0.4611 -0.4178 1.1865
C 1.5586 0.1070 -0.1843
C 0.0211 0.5144 -2.2386
C 1.3519 0.0213 -1.7290
C 0.8450 -1.0003 0.6084
C -0.3225 1.9614 -1.9531
H -0.7451 -0.1026 -1.7381
H -1.2701 -0.1716 0.5690
H 0.5292 -1.8713 0.0307
H -0.7303 1.9911 -0.9340
H -2.9114 -1.7265 3.4202
H 1.5611 -1.0093 -2.0004
H 0.5786 2.5888 -1.9416
H 2.6472 -0.0085 -0.1380
H 1.3103 -1.3671 1.5153
H -0.1418 0.5130 1.5219
H -2.4511 -0.3373 3.8034
H -0.0275 0.2176 -3.2937
H -1.1050 2.4969 -2.4888
H 2.1461 0.6748 -2.1096
H 1.3099 1.0873 0.2099
H -0.8125 -0.8706 2.0496
```

As for the relative energy (zero: lowest compared OMol25 entry of this formula, charge and spin): 147.4 kJ/mol. The HOMO energy (spin up / spin down) is -0.1124 / -0.4101 hartree. The value obtained for the largest force on an atom is 1.852 eV/A. The spin multiplicity is 2.

=====

Entry from OMol25: a 3-piece molecular cluster, C3H13N4 overall at a distorted geometry (the ωB97M-V functional and the def2-TZVPD basis).

The geometry in XYZ format:
```
20
C3H13N4 the ωB97M-V functional and the def2-TZVPD basis
N -3.6468 -0.1680 -2.8353
N -2.0871 0.9533 -0.8648
N -0.9791 0.5837 -0.5336
N -0.2841 1.1376 0.3172
C 2.9587 -1.8002 1.1373
C 2.2570 0.4211 2.0516
C 2.7788 -0.3188 1.1132
H -4.4344 -0.8674 -2.7806
H -2.5159 1.8552 -0.6480
H 2.8232 -2.1332 0.1604
H 2.4542 -2.2437 1.8893
H 0.6903 0.8441 0.6906
H 4.0774 -1.7883 1.3853
H -2.9154 -0.4847 -3.4594
H -2.6125 0.4548 -1.6165
H 2.0606 0.1062 3.0983
H 2.3141 1.5264 1.8694
H -0.6641 2.0207 0.7951
H 3.0592 0.0648 0.1512
H -4.1230 0.6955 -3.2394
```

As for the relative energy (zero: lowest compared OMol25 entry of this formula, charge and spin): 431.2 kJ/mol. Its charge is +1. The HOMO energy is -0.4853 hartree. The value obtained for the largest force on an atom is 5.138 eV/A.